Entry 1:
This record from the Open Molecules 2025 dataset describes a cluster of 2 separate species, C5H8O in total at a distorted geometry. The level of theory is the ωB97M-V functional and the def2-TZVPD basis.

Structure (ORCA input):
```
! wB97M-V def2-TZVPD RIJCOSX def2/J DEFGRID3
* xyz 0 1
C -1.3032 -0.5935 0.9381
C -1.2184 1.8474 -0.8004
O -0.8511 2.5521 0.0112
C 0.6510 -0.2451 -0.8043
C 1.8035 0.3954 -0.9921
C 0.1694 -0.7905 0.5222
H -1.9903 -0.8571 0.1281
H -1.5331 -1.2611 1.7773
H -1.5251 0.4218 1.2713
H 0.0741 -0.5247 -1.6876
H 2.4295 0.7155 -0.1627
H 2.1740 0.6393 -1.9855
H 0.3021 -1.8771 0.4567
H 0.8176 -0.4225 1.3278
*
```



Entry 2:
This record from the Open Molecules 2025 dataset describes a cluster of 7 separate species, H14O7 in total at a distorted geometry. The level of theory is the ωB97M-V functional and the def2-TZVPD basis.

Structure (ORCA input):
```
! wB97M-V def2-TZVPD RIJCOSX def2/J DEFGRID3
* xyz 0 1
O 1.6668 -2.0012 -1.0879
O 2.3809 0.7654 -1.0676
O 0.7548 -0.6065 2.0755
O -0.6582 -1.7172 0.0832
H 2.0753 -1.1259 -1.2409
H 2.2270 -2.6080 -1.5816
H 2.8797 0.9144 -1.8782
H 1.6490 1.4048 -1.1365
H 0.3473 -1.1031 1.3242
H 1.6343 -0.9728 2.1691
H 0.1371 -2.1404 -0.3278
H -1.2430 -1.3864 -0.6025
O -1.5855 1.0781 1.8106
O -3.0821 0.2132 -0.5950
O -0.1662 2.0146 -0.6239
H -2.3653 0.3022 0.0551
H -2.9029 0.9230 -1.2178
H -0.7556 0.5939 1.9690
H -1.6319 1.6165 2.6098
H -0.3455 1.8750 0.3204
H -1.0160 1.9604 -1.0570
*
```



Entry 3:
This record from the Open Molecules 2025 dataset describes a cluster of 14 separate species, C102H222N10O14 in total at a distorted geometry. The level of theory is the ωB97M-V functional and the def2-TZVPD basis.

Structure (ORCA input):
```
! wB97M-V def2-TZVPD RIJCOSX def2/J DEFGRID3
* xyz 0 1
C 16.8047 -19.0525 18.2484
C 18.1338 -19.6316 17.7715
C 18.8342 -20.3389 19.0197
C 19.9592 -21.1277 18.5903
C 19.5079 -22.2348 17.5935
C 18.7503 -21.7625 16.3329
N 17.7603 -20.7404 16.7969
O 17.1606 -20.2174 15.5506
C 19.7113 -21.1177 15.3639
C 17.9868 -23.0086 15.8612
C 18.9965 -18.4342 17.1770
H 16.1690 -19.9119 18.6365
H 16.1847 -18.5862 17.5580
H 16.9248 -18.3087 19.0420
H 19.2293 -19.5472 19.6863
H 18.1154 -20.9557 19.5311
H 20.3822 -21.6099 19.4410
H 20.7138 -20.3919 18.1429
H 18.8778 -22.9721 18.1163
H 20.4292 -22.7757 17.2559
H 19.2744 -20.3279 14.7448
H 20.5359 -20.7068 15.8808
H 20.1030 -21.9162 14.6700
H 17.1924 -22.7693 15.1515
H 18.6660 -23.6508 15.3723
H 17.6138 -23.5627 16.7024
H 18.5150 -17.9237 16.3002
H 19.9781 -18.6694 16.7209
H 19.0701 -17.7729 18.0089
H 16.2086 -20.1019 15.6297
C 27.0111 -17.4793 17.6603
C 27.4691 -16.3599 18.6368
C 26.1551 -15.6909 19.0371
C 26.2586 -14.8905 20.3643
C 26.8745 -15.7647 21.4501
C 28.1786 -16.3322 21.0875
N 28.0372 -17.0328 19.8047
O 29.3404 -17.5483 19.4980
C 29.2066 -15.2182 20.9710
C 28.5471 -17.2783 22.1858
C 28.3895 -15.3843 17.9000
H 26.2468 -17.1844 16.9493
H 26.5614 -18.2796 18.2885
H 27.8242 -17.7889 17.0126
H 25.8600 -15.1306 18.1929
H 25.4099 -16.4756 19.1264
H 25.2210 -14.6573 20.6912
H 26.8478 -13.9662 20.2758
H 26.1909 -16.6438 21.6449
H 26.9044 -15.1938 22.3978
H 28.8284 -14.3568 20.4241
H 29.6476 -14.8307 21.8959
H 30.0904 -15.5122 20.4516
H 28.4872 -16.8548 23.1726
H 27.8021 -18.0641 22.1701
H 29.6250 -17.6612 22.0954
H 28.3309 -14.4050 18.3471
H 28.1435 -15.2724 16.8553
H 29.4178 -15.7272 17.9017
H 29.1554 -18.4886 19.3803
C 16.0930 -5.9604 14.0671
C 17.4863 -6.3125 14.2190
C 17.7647 -6.6390 15.6816
C 19.1268 -7.2672 15.8550
C 19.0813 -8.6106 15.1120
C 18.8488 -8.3941 13.5955
N 17.5992 -7.5802 13.4655
O 17.5128 -7.2432 12.0725
C 20.0788 -7.7258 12.9728
C 18.6291 -9.7290 12.8992
C 18.4430 -5.1809 13.8809
H 15.7065 -5.2909 14.8793
H 15.4131 -6.7829 14.0796
H 16.0689 -5.3963 13.1483
H 17.5782 -5.7068 16.2926
H 16.9151 -7.3075 15.9640
H 19.2447 -7.4980 16.8939
H 19.8340 -6.5794 15.4917
H 18.1621 -9.1456 15.4918
H 19.8741 -9.3127 15.2179
H 19.8784 -7.4939 11.9410
H 20.3883 -6.7732 13.4472
H 20.8801 -8.4381 13.0983
H 19.5514 -10.3886 13.0538
H 17.7631 -10.2528 13.2919
H 18.5652 -9.5523 11.8018
H 18.1606 -4.3290 14.5255
H 18.3443 -4.8658 12.8795
H 19.4531 -5.3774 14.1094
H 16.5617 -7.2656 11.9371
C 23.9232 -14.5348 9.4536
C 24.6754 -14.2486 10.7461
C 25.8761 -13.4254 10.5646
C 25.5086 -11.9646 10.3535
C 24.5618 -11.4232 11.3979
C 23.3819 -12.3403 11.6797
N 23.9076 -13.6728 11.8810
O 22.8821 -14.6600 12.1247
C 22.7507 -11.9087 12.9704
C 22.1928 -12.1296 10.6433
C 25.2725 -15.5879 11.3022
H 22.9466 -14.9614 9.6932
H 24.4592 -15.3311 8.8906
H 23.8182 -13.6692 8.8295
H 26.5096 -13.4665 11.4670
H 26.4107 -13.7578 9.7198
H 25.1009 -11.8397 9.3533
H 26.4321 -11.3606 10.3439
H 24.2043 -10.4192 11.1167
H 25.1410 -11.4023 12.3606
H 22.1843 -10.9476 12.8597
H 22.0735 -12.6780 13.3727
H 23.5462 -11.6907 13.6747
H 21.7356 -11.1182 10.8064
H 22.4179 -12.0786 9.5588
H 21.5100 -12.9835 10.7993
H 25.6328 -15.3658 12.3030
H 26.0461 -15.9651 10.6286
H 24.4361 -16.3078 11.4189
H 23.0677 -15.0456 13.0546
C 17.7160 -14.9709 17.8646
C 18.3804 -13.7508 18.5565
C 18.4483 -12.4855 17.7679
C 17.0863 -11.7666 17.6900
C 16.3735 -11.5644 19.0188
C 16.3980 -12.8089 19.9163
N 17.7923 -13.3762 19.9206
O 17.7762 -14.5358 20.7592
C 16.1416 -12.3591 21.3372
C 15.2276 -13.7440 19.5099
C 19.7983 -14.1675 18.9186
H 16.8520 -14.7154 17.2679
H 17.3889 -15.7888 18.4776
H 18.4015 -15.5261 17.2781
H 19.2030 -11.8516 18.2552
H 18.7855 -12.8148 16.7718
H 16.3999 -12.2644 17.0011
H 17.1214 -10.7124 17.2714
H 15.3681 -11.1953 18.8375
H 16.8823 -10.6914 19.5067
H 17.0075 -11.8006 21.7438
H 15.3377 -11.5883 21.5193
H 15.9564 -13.2176 22.0298
H 14.3095 -13.3109 19.8891
H 15.1404 -13.9103 18.3917
H 15.2816 -14.7497 19.8724
H 20.2451 -13.3851 19.5214
H 20.3211 -14.2612 17.9661
H 19.8184 -15.1497 19.4490
H 17.0372 -15.0908 20.5098
C 23.1249 -7.9896 17.6276
C 22.5590 -9.0657 18.5378
C 21.4252 -9.8195 17.8218
C 21.9327 -10.8435 16.8220
C 22.9256 -11.7049 17.4981
C 24.0618 -11.0577 18.1654
N 23.4739 -10.0599 19.0363
O 24.3392 -9.4811 19.9778
C 24.7623 -12.1468 19.0354
C 25.1788 -10.5607 17.2008
C 21.9656 -8.3867 19.7924
H 24.0790 -7.6387 18.0191
H 22.4081 -7.2356 17.5703
H 23.3574 -8.2780 16.5858
H 20.7546 -10.3018 18.5367
H 20.6121 -9.2419 17.4679
H 22.4597 -10.4016 15.9919
H 21.1948 -11.4972 16.3084
H 23.3234 -12.4739 16.8391
H 22.5306 -12.2534 18.3023
H 24.9299 -13.0820 18.4283
H 25.7020 -11.7136 19.2868
H 24.1137 -12.3875 19.8708
H 24.7790 -9.9180 16.4272
H 25.9897 -10.0603 17.6908
H 25.5991 -11.4706 16.7705
H 22.6568 -7.8353 20.4473
H 21.6596 -9.2619 20.4341
H 21.1099 -7.7748 19.5728
H 24.9368 -8.9123 19.5236
C 22.8603 -18.1941 22.5642
C 22.9138 -18.5793 21.0659
C 24.3306 -18.2544 20.4583
C 25.3457 -19.2952 20.8111
C 24.8215 -20.7373 20.5036
C 23.5236 -21.0563 21.2152
N 22.6120 -20.0361 20.7855
O 21.2767 -20.2410 21.3438
C 22.9828 -22.3650 20.6641
C 23.7170 -21.2941 22.6520
C 21.8539 -17.8250 20.2872
H 23.8310 -18.4510 23.0211
H 22.0848 -18.7016 23.1338
H 22.6023 -17.1415 22.7126
H 24.2303 -18.2852 19.3198
H 24.6181 -17.3187 20.9377
H 25.6547 -19.2478 21.8713
H 26.2696 -19.0218 20.3109
H 25.5400 -21.5349 20.7577
H 24.6213 -20.7476 19.4324
H 22.0094 -22.5334 21.1248
H 22.8611 -22.1796 19.6005
H 23.5955 -23.2851 20.8479
H 24.2591 -22.2342 22.7456
H 24.3249 -20.5188 23.1287
H 22.7579 -21.3207 23.1864
H 22.0825 -16.7293 20.2240
H 20.8814 -17.8318 20.7589
H 21.7153 -18.2054 19.2372
H 21.3304 -20.3407 22.3214
C 27.4093 -13.2831 15.0080
C 28.3946 -12.1660 14.5876
C 29.0047 -11.5537 15.8605
C 29.9109 -12.5560 16.5323
C 31.1208 -12.8420 15.6121
C 30.7147 -13.4276 14.2746
N 29.5909 -12.6297 13.8001
O 29.0397 -13.2542 12.6135
C 31.8481 -13.1980 13.2943
C 30.4010 -14.9221 14.3160
C 27.6773 -11.0961 13.7936
H 26.5658 -12.7606 15.5471
H 27.6782 -14.0854 15.7208
H 26.9272 -13.8059 14.0992
H 29.6942 -10.7205 15.6165
H 28.2898 -11.2147 16.5927
H 29.4074 -13.4417 16.8576
H 30.2456 -12.2392 17.5086
H 31.7465 -13.6004 16.1221
H 31.7381 -11.8911 15.5162
H 31.9303 -12.1259 13.0423
H 32.7198 -13.5336 13.8530
H 31.5548 -13.7745 12.4203
H 29.9480 -15.2505 13.3630
H 31.2617 -15.5663 14.4864
H 29.6797 -15.0556 15.0480
H 26.6437 -11.0420 14.1621
H 27.6310 -11.2951 12.7099
H 28.1139 -10.0713 13.9024
H 29.1217 -12.5303 11.9902
C 27.4810 -19.8781 11.7382
C 28.0740 -19.2233 12.9716
C 26.9873 -19.0460 13.9959
C 26.6797 -20.4029 14.6768
C 27.8755 -20.9854 15.3545
C 28.9542 -21.3109 14.3331
N 29.1672 -20.0192 13.5722
O 30.1631 -20.2690 12.5694
C 30.2365 -21.6861 15.0441
C 28.5069 -22.5242 13.4636
C 28.5125 -17.8093 12.5558
H 28.3264 -20.0551 11.0628
H 26.7375 -19.3325 11.1703
H 27.1502 -20.8596 11.9977
H 27.2876 -18.4079 14.7816
H 26.1312 -18.6415 13.5663
H 26.4046 -21.1088 13.8626
H 25.8343 -20.2748 15.3498
H 27.4677 -21.9077 15.8030
H 28.2800 -20.4046 16.1997
H 31.0909 -21.7664 14.3633
H 30.4434 -20.7843 15.6683
H 30.1211 -22.6220 15.6051
H 28.8287 -23.3859 14.0163
H 27.4106 -22.5205 13.3457
H 28.9528 -22.3873 12.4749
H 28.7347 -17.7853 11.4813
H 29.3612 -17.5232 13.1501
H 27.6407 -17.1825 12.7392
H 30.8939 -19.7260 12.8814
C 18.0733 -13.5310 14.0283
C 18.4780 -14.7662 13.2436
C 19.4862 -15.5748 14.0958
C 19.7590 -16.8890 13.4221
C 18.5148 -17.7068 13.3155
C 17.4227 -17.0103 12.4496
N 17.3210 -15.6500 12.9908
O 16.2623 -14.9739 12.5040
C 17.7494 -17.0014 10.9145
C 16.1078 -17.7367 12.6756
C 19.1686 -14.2734 11.9834
H 17.3547 -13.7540 14.8639
H 17.5802 -12.7474 13.4367
H 18.9905 -13.2001 14.4716
H 20.3970 -15.0043 14.2478
H 19.2293 -15.7206 15.1600
H 20.4773 -17.4804 13.9170
H 20.1863 -16.7888 12.4261
H 18.0973 -17.8547 14.2914
H 18.6839 -18.6818 12.8943
H 17.6802 -18.0127 10.6065
H 16.9879 -16.3776 10.3446
H 18.6803 -16.6076 10.6716
H 15.3144 -17.4691 11.9972
H 16.2756 -18.8048 12.4653
H 15.7726 -17.7528 13.7389
H 18.4396 -13.9428 11.2869
H 19.8155 -15.0097 11.5169
H 19.7784 -13.3782 12.2024
H 15.7887 -14.8077 13.3278
C 22.7939 -19.0654 11.8916
C 22.3476 -19.8088 13.1163
C 22.6397 -21.3466 13.0757
O 23.0169 -19.1983 14.2763
H 22.2982 -19.4998 11.0368
H 23.8235 -19.3079 11.7716
H 22.7126 -17.9819 11.8881
H 21.2795 -19.7366 13.3124
H 21.9835 -21.8858 12.3640
H 22.4204 -21.7602 14.0886
H 23.6649 -21.4959 12.7530
H 23.1642 -19.8779 14.9299
C 28.3458 -22.6777 19.8643
C 29.0317 -21.3112 20.0836
C 30.4954 -21.2610 19.5882
O 28.3210 -20.3247 19.3736
H 28.7221 -23.4223 20.6013
H 28.5032 -23.1399 18.9269
H 27.2217 -22.5968 19.9214
H 28.9733 -21.0177 21.1674
H 31.1465 -22.0266 20.0282
H 30.8804 -20.2843 19.7613
H 30.5130 -21.4739 18.5192
H 27.4081 -20.0661 19.6729
C 25.0521 -23.0265 17.4812
C 24.1739 -22.9450 16.2274
C 23.5090 -24.3424 15.9859
O 23.1616 -21.8749 16.3267
H 25.5293 -22.0076 17.6962
H 25.7145 -23.8673 17.4604
H 24.4327 -23.1436 18.3375
H 24.8062 -22.7309 15.3019
H 22.7165 -24.3633 15.2594
H 23.1950 -24.8149 16.9410
H 24.2707 -24.9361 15.5073
H 22.7816 -21.8272 17.2019
C 23.6606 -14.8087 15.9341
C 23.9206 -16.3179 15.6416
C 23.2536 -17.2196 16.6081
O 23.5337 -16.6281 14.2813
H 24.1399 -14.1862 15.1239
H 24.0746 -14.6302 16.9326
H 22.6299 -14.6356 15.9367
H 25.0249 -16.4394 15.6782
H 22.2263 -17.3382 16.2963
H 23.0478 -16.6833 17.5723
H 23.7588 -18.2186 16.8051
H 23.4886 -17.5654 14.2142
*
```



| no. | E_tot (a.u.) | Kohn-Sham gap (eV) |
| --- | --- | --- |
| 1 | -270.51140 | 10.7 |
| 2 | -535.08932 | 11.4 |
| 3 | -5619.92653 | 8.0 |